Entry 1:
Computed, not measured: C34H48BiFN6O2S4Si2 as an isolated structure, with wB97M-V/def2-TZVPD.

ORCA input file:
```
! RIJCOSX wB97M-V def2-TZVPD def2/J DEFGRID3
* xyz 0 1
C -4.42527 -1.04052 -0.58402
H 0.61667 0.91778 -2.00529
N 3.05837 1.95228 0.20171
C 3.48055 0.60279 2.20875
C 3.26989 -2.99875 1.60642
N 3.31714 -0.53502 1.44575
H 3.53065 4.11265 -2.09297
C 3.73025 0.37225 3.52283
H 0.45708 -3.21961 5.35749
Si -1.65146 -3.41971 -0.74842
N 4.19816 -0.17802 -1.23822
H -1.08439 -4.94492 4.40155
H 0.53332 2.22061 -0.79252
H -2.25353 2.51563 3.10804
H -5.63727 -2.62310 1.85972
C 3.36772 1.91587 1.54720
C 3.57690 -0.55010 -2.35363
C -1.54540 -2.52259 -2.37274
H 3.79741 3.35747 3.15360
H 2.82281 -3.67212 2.33856
H 2.63844 -2.96124 0.71770
O -2.03383 0.59969 -2.01244
N -0.45976 1.24301 1.53817
H 6.29517 -0.22732 -1.19721
H -3.05489 -5.31120 0.08394
C -3.56138 -0.17041 2.24131
N -1.23317 1.10033 -1.02437
H -1.93461 -1.49460 -2.32401
N -0.38311 -1.70943 2.48866
H -3.78286 0.78776 1.75955
H -4.01703 2.57942 -0.22854
C 2.70617 3.54242 -1.66179
H -4.23571 -3.14447 2.80147
H -3.06522 3.39476 1.80343
C -0.88584 4.91324 -3.48993
C -3.02571 -4.68578 -0.81499
H 3.88923 1.08860 4.31531
C 2.99934 3.16985 -0.24099
H 0.29326 1.84870 3.16391
H -0.58166 2.79853 -6.12033
C 0.00085 1.73122 -1.61243
C -0.59478 4.02414 -2.46297
C -1.51410 2.08133 1.14496
C -1.84136 -2.17575 0.66731
C -0.29883 2.25359 -4.04524
Si -3.60082 -1.56047 0.98481
H -4.70549 -1.90514 -1.19867
C -0.88694 -4.02656 3.86136
C -4.58987 -2.93902 1.78587
H 6.53848 1.06807 -3.16559
H -2.19091 -4.51616 2.22332
C 0.18810 -1.91629 3.67932
H -2.85706 -5.34405 -1.67481
H -3.16194 2.56612 -1.76404
H -5.34107 -0.48372 -0.35181
H -0.60256 4.37563 -1.43567
C 3.54651 3.12870 2.12813
H -3.76110 -0.39680 -1.17715
H 0.14423 -4.59055 0.57740
S 3.31430 4.36335 0.97235
C -1.91886 2.04717 -0.13278
H -0.50521 -2.46593 -2.71088
H 0.80429 -3.76751 -0.85406
H 1.80553 4.15242 -1.73753
H -4.30938 -0.34222 3.02178
Bi -0.17643 -0.53217 0.30054
C -0.02849 -3.06996 4.40158
C 3.41825 -1.61511 2.15921
H 2.55258 2.63487 -2.24426
S 2.16653 -1.41510 -2.42305
H 4.24071 -3.40502 1.31704
H -4.56442 -3.87227 1.21790
C -0.58151 3.12571 -5.08866
H -0.08433 1.21124 -4.25284
C -0.04373 -4.35296 -0.47511
H 0.81185 -1.11204 4.04740
H -2.58271 -0.07638 2.72608
H -4.00839 -4.22053 -0.93898
C -2.10576 3.01915 2.15378
C -1.24254 -2.60031 1.96351
F -1.14170 5.29890 -5.79178
S 4.44109 0.03407 -3.76404
C -3.06728 2.82985 -0.71230
O -0.29110 1.11337 2.94278
C 5.48323 0.48811 -1.34500
H -0.06076 -5.29695 -1.03068
H -2.10642 -3.06000 -3.14566
C -0.30115 2.69204 -2.72564
H 5.56621 1.26257 -0.58327
C -1.50367 -3.79482 2.64936
H 3.73054 -0.33513 -0.35195
C 5.53336 1.08513 -2.75247
H -1.44873 3.87946 2.32338
H -1.12197 5.95254 -3.30009
C -0.87066 4.43985 -4.78432
H -2.92236 3.91057 -0.62576
H 5.15171 2.10462 -2.77168
S 3.76961 -1.30962 3.81936
*
```

Values from the calculation:
Lowest unoccupied orbital energy (eV): 0.0
HOMO energy (eV): -6.65

=====

Entry 2:
Computed, not measured: C34H48GeN6O7SScSe4Si3 as an isolated structure, with wB97M-V/def2-TZVPD.

ORCA input file:
```
! RIJCOSX wB97M-V def2-TZVPD def2/J DEFGRID3
* xyz -2 2
H 2.87714 -4.41294 -5.62528
H 0.43501 -0.04803 7.04043
C -3.25934 3.10661 -2.07417
C 0.89120 -2.65032 -2.52864
C 0.74818 -4.27402 3.15096
O 0.72708 -2.48548 1.61160
C -4.64127 3.15638 3.27882
S 7.81775 -5.40207 -3.26327
Se -2.49195 -2.40833 0.56356
H -3.33758 5.99471 3.37859
C 3.33739 2.82871 -2.31964
H -4.00876 3.52816 4.08494
C 3.83272 -4.57100 -5.14800
H -3.15302 -0.51072 2.78075
H 2.81973 -0.74199 6.92148
C 1.58392 2.23925 -0.75706
H -5.11614 2.11243 0.18597
H -0.09872 -2.38161 -2.87565
H 1.62765 4.04505 -1.92089
H -1.53589 6.34786 -0.48391
H -4.36750 5.41591 0.99115
H 4.72289 -5.46405 -6.86974
H -1.71045 3.94937 5.04573
H -0.12483 3.41118 4.48894
O 3.01336 -0.14175 2.50418
H -5.55354 2.75649 3.72337
C -4.87525 1.29907 0.86717
C 2.18906 0.99300 -0.52173
H 1.15569 4.69330 2.01273
H -0.32092 3.20089 -0.87027
C -3.49850 0.33752 3.36293
H -0.34212 5.06313 5.08864
H -2.81588 0.48325 4.19038
Se -3.01622 -0.79946 -2.57317
H -0.14813 -3.97483 3.69295
H -3.91747 3.65598 -2.75214
N 5.29982 -4.44803 -3.28163
N 0.54826 1.95635 2.04240
Si -3.75962 1.81440 2.27873
N 0.48529 -4.53968 0.73907
H -2.21982 6.06322 -2.08460
C 4.86483 -5.16049 -5.83411
N -0.22344 2.39693 0.96580
C -0.80868 4.25860 4.51629
H 0.83934 -5.35854 3.16857
C 2.29229 -0.44159 6.02434
C -1.70890 5.58714 -1.24324
H 2.46549 0.03717 1.70405
H -4.40167 0.49705 0.29486
C 3.41220 0.70541 -1.15917
H 0.44692 -4.12059 -0.19050
H 4.37299 -3.41999 -1.22964
O 1.60485 0.07988 0.22701
C 2.30075 -0.07184 3.63975
C 3.38355 -3.22454 -1.61976
H -4.62865 5.93070 -0.66764
H -5.81100 0.91019 1.27419
O -0.62934 -0.02371 1.95694
H 2.69000 -2.38622 0.18955
C 4.07536 -4.19531 -3.80991
H -1.96622 7.08835 3.55255
C 2.95587 -0.45285 4.81382
Sc -0.07171 -1.01546 0.20616
O 7.91440 -4.51247 -2.11816
Se -2.75277 -2.93314 -1.68992
C 0.30586 2.62388 -0.19844
H -2.62913 6.75585 1.95746
H -0.74239 5.24300 -1.60361
C 3.10119 -3.57046 -2.97313
C 0.65395 -3.71815 1.76391
H 0.41721 -5.53292 0.86725
Se -1.00294 0.25587 -1.97255
C -4.42855 5.06349 -0.03556
Si -2.84900 4.21826 -0.63947
C 0.31305 0.32385 4.93058
C 2.14696 3.11873 -1.70073
H 0.28409 5.84664 1.00345
H 3.86000 -0.26280 -0.98375
C 0.22434 0.77803 2.47522
H 4.89368 1.35224 -2.52896
H -0.71711 0.64178 4.96846
N 6.07213 -5.40169 -5.31969
C 6.20592 -5.02367 -4.04368
H 3.76988 3.51545 -3.03267
C -2.40020 6.30949 2.92269
H 1.60495 -3.82009 3.64478
C 0.96405 0.33047 3.70290
H -3.74886 2.18027 -1.78021
C 1.78025 -3.22436 -3.38652
O 7.68505 -6.81328 -2.91288
C 0.95970 -0.05608 6.09503
H -5.28740 4.39768 -0.10262
H -2.35786 2.81218 -2.61151
O 8.80180 -5.13874 -4.30318
Si -1.18150 4.88166 2.79250
Ge -2.01135 3.16174 1.35370
H 0.81429 6.31372 2.62236
C 3.96736 1.60979 -2.03149
H -4.49496 0.11743 3.76064
C 2.43840 -2.65373 -0.82880
C 0.41384 5.49197 2.02387
H 3.98863 -0.76146 4.73984
H -4.92401 4.00885 2.66225
N 1.14117 -2.36597 -1.21122
H 1.45267 -3.39428 -4.40332
*
```

Values from the calculation:
Lowest unoccupied orbital energy (spin up / spin down) (eV): 3.1 / 3.1
HOMO energy (spin up / spin down) (eV): -0.38 / -2.91
<S²>: 0.771

=====

Entry 3:
Computed, not measured: C34H48N7NaO11P2S as an isolated structure, with wB97M-V/def2-TZVPD.

ORCA input file:
```
! RIJCOSX wB97M-V def2-TZVPD def2/J DEFGRID3
* xyz -2 1
H -1.95095 3.41947 -0.33763
C -3.08960 0.92857 -0.09799
C 2.33104 4.32696 1.29843
H -0.64598 3.63067 -3.09521
H -1.52997 4.96578 -1.11392
C -1.22885 -2.89262 2.87345
H -3.50553 -0.78280 1.93904
H 2.22679 -0.15340 5.79562
H -0.10816 3.53675 7.35676
C -2.79341 3.38878 -2.97784
H 1.32481 -6.65814 -0.92471
H -0.76267 0.78375 -6.37729
S 2.24586 -3.24157 -0.83652
H -3.65785 -0.36796 4.38598
C -4.85826 -0.27405 -1.46387
C 1.52509 0.08320 5.01020
H 3.33174 4.49660 0.89747
H 1.64325 2.51329 -2.80078
H 2.81719 2.16212 3.01151
P 2.08372 1.14190 -0.88047
H -0.84124 2.33186 4.06306
H -0.61101 -5.42033 3.76319
C 4.13937 -0.36855 -1.28779
H 1.22685 2.30710 -6.16419
H 2.17745 0.87386 -3.22256
N -2.80275 -1.36783 -0.92708
O -1.15602 1.83456 -2.20278
C 1.39736 -0.71134 3.88341
N -0.09550 -3.81257 0.99177
H -2.87251 2.83715 -3.91390
H 0.93461 -1.18704 -4.75974
C -0.21963 0.61517 2.98300
H 2.61552 -5.80109 -1.66105
O 1.69748 1.88492 7.18050
C -5.33478 -1.39513 -2.13426
C 4.73271 -0.93633 -0.02046
C -2.87399 -1.32584 2.63037
C 1.96029 2.86054 1.19081
H 2.16290 0.96009 -5.49901
H 2.00138 -1.60398 3.76829
C 1.51448 1.45192 -2.57215
O 3.65876 0.98360 -0.99599
C 0.03318 0.58107 -5.65249
H -0.25018 3.82136 -0.65994
C -1.26989 3.90804 -1.03240
C -3.60135 -0.29832 -0.87142
C 5.12748 -0.25584 -2.42840
H -4.85016 -3.40718 -2.64917
N 0.50292 -4.92563 0.42696
O 1.43147 0.01381 -0.21622
H 5.46522 -1.25235 -2.70841
H 1.55178 0.87241 -7.14640
O -7.23483 -2.54260 -2.95734
C -4.50322 -2.50542 -2.16189
H 2.31809 4.63745 2.34346
N -0.08996 3.06515 6.46873
H -2.58328 -3.28796 -1.58017
O -3.82706 1.92666 -0.04801
C 0.15308 -0.91645 -5.46710
H 0.39456 -1.35728 -6.43634
H -0.60069 -3.33025 4.89159
H -0.93266 3.05598 5.92421
C -6.72203 -1.41327 -2.82648
H -3.52048 2.99317 -2.26930
N 0.55223 -0.46001 2.89160
H -0.77423 -1.34764 -5.10050
O -1.95001 0.83475 0.43588
Na -0.61192 -0.66310 -0.29410
H -5.46130 0.62059 -1.41311
H 4.67100 0.20770 -3.30256
C 1.32211 1.22285 -6.14004
C -0.32753 -3.89699 2.25026
H 0.94711 -4.60834 3.83939
H 5.11967 -1.93567 -0.21122
H 1.62209 4.94019 0.74489
H 0.63825 -5.77159 2.54641
C -1.26088 -2.74800 4.26784
C 0.18712 -4.99227 3.15309
H 3.96105 -1.02976 0.73929
H -0.90185 0.80292 2.16188
O -0.33203 -0.51505 -2.57535
H 5.53870 -0.29397 0.33780
O -7.24492 -0.29786 -3.00548
C -2.12644 -1.82871 4.83156
H -3.01477 4.44027 -3.17026
P -0.16943 0.88687 -2.94742
C -0.17948 1.47584 4.07639
C -1.40118 3.24849 -2.39153
C 0.82570 2.05931 6.34435
O 1.89546 2.57110 -0.23200
C 1.37433 -4.68223 -0.51457
H 0.94088 2.70821 1.56215
H 5.99222 0.34021 -2.13649
C 2.91383 1.95929 1.94259
C -2.95704 -1.09622 3.99915
N -2.04086 -2.18847 2.08427
C 0.70673 1.20717 5.11615
O -0.42653 1.28025 -4.47406
H -2.15104 -1.69060 5.90788
C -3.25686 -2.43816 -1.56059
H 3.28218 -0.98300 -1.57935
H 2.67320 0.91153 1.78189
N 1.67581 -5.79125 -1.30609
H 3.94663 2.14072 1.64083
*
```

Values from the calculation:
Lowest unoccupied orbital energy (eV): 3.4
HOMO energy (eV): -2.17

=====

Entry 4:
Computed, not measured: C34H49AsIIrN5O4Si3 as an isolated structure, with wB97M-V/def2-TZVPD.

ORCA input file:
```
! RIJCOSX wB97M-V def2-TZVPD def2/J DEFGRID3
* xyz 1 1
I 0.19861 -3.84630 -7.58254
H 3.65842 -2.97872 1.85995
C -3.33165 2.60430 2.93681
H -1.58138 0.57182 4.94567
H -3.94083 3.43892 -0.02356
C -1.33830 -2.88498 0.77532
H -2.64562 1.76452 -3.47537
H 2.12512 -0.85039 3.10853
H -2.54384 4.76057 0.64788
H 4.20098 -1.62461 2.84744
H -2.91588 3.51140 2.49026
C -1.81212 4.69521 -0.16229
H -0.20528 -5.06488 2.79833
O 2.30666 0.42942 3.90841
C -4.25343 2.47494 -0.42250
H 3.75968 1.64209 -3.93065
C 4.06739 1.03314 -3.09002
H -4.00734 -0.45574 3.36815
C 0.21498 -3.07898 2.25875
C 1.41679 -2.78146 3.06624
C 0.30009 4.29717 1.80905
C 3.50202 -1.91727 2.05885
C 0.28255 -2.98525 -5.69077
O 0.17182 -0.02683 -1.63971
O 0.99000 -1.90012 -0.85479
As -1.11468 1.29091 0.58456
C -2.15517 -2.46274 -0.25453
C 5.82349 -0.25610 -2.01361
Si -2.25090 1.11094 2.65834
O 1.44967 1.19788 1.95444
C 2.19029 1.28728 3.02640
Si -0.41088 3.55943 0.27858
H 0.43145 3.60925 -2.05740
C -3.30388 -0.41308 2.52934
H -2.04616 3.17923 -2.59996
H 1.59808 4.31229 -0.91882
H 6.82772 -0.66099 -1.99531
H -2.01112 -1.48084 -0.67294
H -0.55035 1.85755 4.29623
C -2.38527 -5.08187 0.82667
H 2.15240 1.13833 -2.10150
C 4.91508 -0.49867 -0.98992
C 0.41642 -1.82915 -3.17964
C -3.10630 -3.34998 -0.71765
C -2.08526 2.08780 -2.59289
N -0.43680 -4.25931 2.24341
H 2.30461 3.33822 3.60933
C 3.61932 0.00125 -1.00668
C -3.22269 -4.64211 -0.17704
H 3.37934 2.90990 2.26684
H 3.75297 2.38885 3.93345
N 5.00901 -1.23948 0.18806
H -0.36656 4.21022 2.67281
H -0.27006 0.18725 3.81213
H -3.77443 -3.05341 -1.51527
C 0.86733 3.51021 -1.06106
H -3.97806 -5.31136 -0.56853
C 0.52456 -3.78815 -4.58383
H 1.12360 -2.52834 4.08863
N -0.30396 -2.21081 1.43403
H 6.04636 0.73780 -3.88424
H -2.68770 -1.31513 2.55617
C 2.96101 2.56735 3.21198
H -4.08031 -0.77014 -0.72381
Ir 0.90203 -0.45024 0.81181
H 0.49148 5.35990 1.62547
C -3.77379 -0.14608 -1.56289
H -4.93014 2.65957 -1.26450
H 1.23519 3.81549 2.04410
H -4.33120 2.45189 2.52266
H 1.39568 2.55838 -1.01018
C 3.17055 0.77731 -2.07221
H -4.82280 1.95469 0.35319
H -3.88498 -0.43313 1.60369
H -0.06142 -0.99856 -6.43123
C 0.17312 -1.04009 -4.29670
H 0.04820 0.02787 -4.17257
N 2.12173 -1.66175 2.45188
H 0.78877 -3.80253 -2.44633
C 0.11097 -1.61372 -5.55821
C 3.81833 -1.16826 0.81607
C -1.04920 0.91479 4.05215
H -3.44008 2.78128 4.01253
H 0.67001 -4.85423 -4.70055
N 2.96592 -0.42706 0.16178
Si -2.87524 1.39958 -1.05446
C 5.37660 0.52334 -3.06162
C -1.44485 -4.16965 1.29068
H -4.68315 0.18212 -2.07831
H -2.34069 4.44381 -1.08077
C 0.52430 -1.19992 -1.83139
H -3.19522 -0.75799 -2.26164
H -2.45361 -6.08926 1.21863
H -1.37583 5.69344 -0.28668
C 0.59241 -3.20351 -3.32647
H -1.06483 1.70835 -2.67480
H 2.04693 -3.67004 3.11854
H 5.82317 -1.72405 0.52417
*
```

Values from the calculation:
Lowest unoccupied orbital energy (spin up / spin down) (eV): -2.9 / -3.3
HOMO energy (spin up / spin down) (eV): -10.04 / -10.37

=====

Which energy above the lowest of the compared OMol25 structures with the same formula, charge and spin belongs to each record? In order, 13.2, 17.2, 22.8, 67.7 kcal/mol.